Record 1
This record from OMol25 describes C6H3Cl2N3S3 in the gas phase in a non-equilibrium geometry. The level of theory is ωB97M-V/def2-TZVPD.

The geometry in XYZ format:
```
17
Properties=species:S:1:pos:R:3:forces:R:3
C -1.9702 -0.6017 -1.7581 4.051 0.342 2.613
C 1.8359 1.7272 2.1931 3.781 -0.368 3.235
C 0.7148 1.8667 1.3899 -2.237 -0.153 -1.448
C -0.7857 -0.4817 -0.9886 1.117 2.568 1.804
C -0.5896 0.7209 -0.2041 -2.443 -2.754 -1.982
C -0.2014 -3.1056 -1.9529 0.292 -2.065 -0.539
N -2.9336 -0.7464 -2.3033 -4.101 -0.631 -2.553
N 2.1493 2.5251 3.1723 -0.730 -0.484 -1.277
N 0.4471 0.9149 0.5649 1.081 0.259 0.420
S -0.2115 3.3516 1.7942 0.822 -0.578 0.218
S 1.1443 3.7740 3.3478 -0.634 0.880 0.028
S 0.4572 -1.7723 -0.9549 -0.396 0.816 0.257
Cl 2.9346 0.3624 2.1266 -0.711 0.271 -0.606
Cl -2.0192 1.8055 0.0030 0.534 -0.455 -0.533
H -1.0779 -3.6632 -1.5567 0.623 0.553 0.454
H 0.7111 -3.9195 -1.9315 -2.272 2.214 -0.644
H -0.6053 -2.7579 -2.9417 1.223 -0.415 0.553
```
Forces are in eV/Å.

Computed properties:
charge = 0
calculated total energy = -68288.9080 eV
E_HOMO (spin up / spin down) = -0.2864 / -0.2898 Eh
orbital gap (spin up / spin down) = 5.92 / 6.06 eV
E_LUMO (spin up / spin down) = -1.87 / -1.82 eV
spin multiplicity = 1

Mulliken charges, unit e, in atom order: C -0.11; C 0.44; C 0.28; C 0.30; C 0.50; C -0.87; N -0.38; N -0.40; N -0.38; S 0.00; S 0.08; S 0.04; Cl -0.13; Cl -0.28; H 0.33; H 0.28; H 0.31

=====

Record 2
This record from OMol25 describes a molecular structure, C16H32O2OsP2 in a non-equilibrium geometry. The level of theory is ωB97M-V/def2-TZVPD.

The geometry in XYZ format:
```
53
Properties=species:S:1:pos:R:3:forces:R:3
P 0.1896 -1.7378 1.5618 0.253 -0.657 -0.749
P -0.0866 1.6888 1.6376 -0.979 1.530 -1.467
C -0.0607 -0.7244 0.0562 -0.161 -0.446 -0.473
C 0.3019 0.7569 0.1032 -0.115 0.585 -0.210
H -1.0926 -0.8755 -0.2867 0.146 0.104 0.232
H 0.5945 -1.2187 -0.6592 -0.093 0.136 -0.181
H 1.3566 0.9265 -0.1593 -0.271 -0.061 0.234
H -0.3078 1.2835 -0.6283 0.279 -0.230 -0.074
C -1.7581 2.3850 1.5089 0.140 0.095 -0.325
H -1.8971 3.0856 2.3447 -0.045 -0.141 -0.258
H -2.4864 1.5688 1.6042 0.147 0.272 -0.061
H -1.8889 2.9027 0.5478 -0.106 0.024 0.354
C 1.1180 3.0222 1.8256 0.002 0.022 -0.125
H 1.1041 3.6870 0.9505 0.043 -0.093 0.280
H 2.1143 2.5773 1.9530 -0.226 0.212 -0.022
H 0.8567 3.5784 2.7367 0.120 -0.117 -0.255
C -0.9739 -3.0908 1.6052 -0.109 -0.225 -0.418
H -0.7421 -3.7199 2.4716 -0.067 0.055 -0.210
H -0.8952 -3.6719 0.6801 -0.132 -0.148 0.229
H -1.9858 -2.6869 1.7164 0.167 -0.114 -0.033
C 1.8888 -2.3571 1.4879 -0.036 -0.382 -0.271
H 2.5619 -1.6069 1.9283 -0.129 -0.309 -0.207
H 2.1607 -2.5439 0.4425 0.206 -0.182 0.265
H 1.9474 -3.2839 2.0728 0.184 0.192 -0.192
Os 0.1933 -0.0919 2.9824 2.065 -0.552 3.790
C 0.6007 1.5185 -2.7809 0.806 0.000 -0.143
C -0.7368 1.6013 -2.6631 -0.515 0.282 -0.643
C -1.6938 0.8875 -3.5643 -0.320 -0.242 -0.077
C -1.2864 -0.5615 -3.9398 -0.452 -0.190 -0.203
C -0.5719 -1.3234 -2.8632 -2.008 0.428 -0.447
C 0.7710 -1.4279 -2.7678 1.818 -0.183 -0.846
C 1.7287 -0.6490 -3.6110 0.087 0.602 0.272
C 1.3189 0.8210 -3.8964 0.446 -0.147 -0.271
C 0.2568 -1.5530 4.4701 -0.549 -0.582 0.580
H 1.2594 2.0893 -2.1149 -0.463 -0.078 -0.189
H -1.1983 2.3531 -2.0104 0.302 -0.284 -0.083
H -1.8227 1.4642 -4.4944 -0.105 0.013 0.267
H -2.6846 0.8523 -3.0904 0.253 0.033 -0.112
H -2.2182 -1.1053 -4.1590 0.338 0.132 0.009
H -0.7110 -0.5504 -4.8762 0.006 -0.104 0.322
H -1.2257 -1.9199 -2.2200 0.396 0.058 -0.106
H 1.2210 -2.2400 -2.1873 -0.261 0.151 -0.112
H 1.8718 -1.1620 -4.5761 0.082 -0.233 0.259
H 2.7143 -0.6408 -3.1240 -0.214 -0.147 -0.135
H 2.2507 1.3777 -4.0793 -0.332 -0.184 -0.057
H 0.7459 0.8682 -4.8329 0.072 0.103 0.277
H 1.0245 -1.1869 5.1769 -0.200 -0.044 -0.270
H 0.4952 -2.5841 4.1781 -0.106 0.189 0.204
H -0.7104 -1.5419 4.9982 0.351 -0.322 0.047
O -1.6397 1.8126 5.4591 1.097 -1.197 -1.609
C -0.9346 1.2195 4.6744 0.425 1.975 2.072
O 0.3779 1.3169 4.4364 -1.636 0.247 0.951
H -1.4153 0.4113 3.9742 -0.603 0.155 0.191
```
Forces are in eV/Å.

Computed properties:
charge = +2
ΔE to the lowest compared entry with this formula, charge and spin = 1.821 eV
calculated total energy = -42228.5525 eV
E_HOMO (spin up / spin down) = -0.5422 / -0.5449 Eh
orbital gap (spin up / spin down) = 8.39 / 3.92 eV
E_LUMO (spin up / spin down) = -6.37 / -10.91 eV
⟨S²⟩ = 6.019
spin multiplicity = 5

Mulliken charges, unit e, in atom order: P 0.74; P 0.32; C 0.09; C 0.48; H 0.47; H -0.86; H 0.51; H -1.15; C -1.17; H 0.45; H 0.38; H 0.41; C -1.27; H 0.41; H 0.39; H 0.41; C -1.23; H 0.40; H 0.42; H 0.40; C -1.25; H 0.38; H 0.41; H 0.41; Os 0.81; C -0.17; C -0.36; C -0.90; C -0.96; C -0.15; C -0.35; C -0.83; C -1.06; C -1.57; H 0.67; H 0.64; H 0.34; H 0.41; H 0.46; H 0.39; H 0.67; H 0.72; H 0.33; H 0.42; H 0.46; H 0.41; H 0.46; H 0.47; H 0.49; O -0.45; C 0.33; O -0.60; H 0.39

=====

Record 3
This record from OMol25 describes a molecular structure, C27H39BN6NiO3. The level of theory is ωB97M-V/def2-TZVPD.

The geometry in XYZ format:
```
77
Properties=species:S:1:pos:R:3:forces:R:3
Ni 0.0490 0.4981 0.4073 0.017 0.059 -0.037
C 0.2437 0.0928 3.1225 -0.010 -0.005 0.013
C 0.1706 -0.7144 4.4420 -0.002 0.003 0.002
N -0.0204 -2.1371 4.1755 0.001 -0.002 -0.009
C 1.0634 -2.6072 3.3199 0.003 0.007 0.007
C 1.0682 -1.8512 1.9688 -0.025 -0.003 -0.001
N 0.0130 -0.8003 1.9547 0.072 -0.022 0.028
C -1.2949 -1.4839 2.1525 -0.029 0.020 -0.054
C -1.2810 -2.3122 3.4584 -0.005 -0.008 0.003
H 1.2226 0.5574 2.9874 -0.004 0.013 -0.004
H -0.5151 0.8703 3.0888 -0.004 -0.002 -0.005
H -0.6640 -0.3704 5.0547 0.005 0.004 0.005
H 1.0836 -0.5888 5.0266 0.004 -0.007 -0.004
H 0.9451 -3.6808 3.1656 -0.010 0.001 -0.001
H 2.0060 -2.4532 3.8483 0.002 -0.009 -0.003
H 0.8786 -2.5123 1.1233 0.016 0.003 -0.002
H 2.0310 -1.3683 1.8095 0.006 0.014 0.007
H -1.4554 -2.1202 1.2860 -0.007 -0.010 -0.055
H -2.0660 -0.7176 2.1563 -0.005 0.012 -0.016
H -1.4033 -3.3760 3.2478 -0.013 0.002 0.001
H -2.0997 -2.0106 4.1131 0.008 0.009 0.006
C -2.0527 3.4175 -3.2352 -0.008 -0.004 0.000
N -0.9646 3.3647 -2.2662 0.006 0.000 -0.014
C -0.3463 4.4699 -1.8093 -0.004 -0.022 0.006
C 0.6642 4.3923 -0.9172 -0.006 0.001 0.008
C 0.9668 3.1025 -0.3897 0.033 0.053 0.023
N 0.3125 2.0217 -0.7854 0.046 0.027 -0.009
C -0.5531 2.0866 -1.8625 -0.089 -0.041 0.028
O -0.9664 1.1119 -2.4432 0.037 0.009 -0.011
N 1.8991 2.9844 0.5743 -0.010 0.011 0.002
H -2.3341 4.4574 -3.3824 -0.001 0.001 0.000
H -2.9002 2.8545 -2.8501 -0.002 0.002 0.013
H -1.7407 2.9749 -4.1791 0.003 0.001 0.000
H -0.6965 5.4122 -2.2082 -0.002 -0.001 0.000
H 1.1739 5.2739 -0.5632 -0.002 0.001 -0.002
H 2.4765 3.7809 0.7750 -0.008 0.004 0.008
H 2.2850 2.0674 0.7576 0.006 0.009 0.001
C 8.0391 0.1423 -1.7483 0.001 0.001 -0.002
C 7.5691 -1.2538 -1.3169 0.001 -0.003 0.000
C 8.1950 -2.2792 -2.2621 -0.001 -0.002 0.001
C 8.0735 -1.5419 0.1041 0.001 0.001 0.000
C 6.0402 -1.3051 -1.3325 0.002 0.003 0.005
C 5.3299 -2.2092 -2.1188 -0.003 0.003 -0.004
C 3.9329 -2.2606 -2.1347 0.001 0.000 0.003
C 3.2653 -1.3719 -1.3304 0.006 0.005 -0.004
O 1.9174 -1.2028 -1.1488 0.028 -0.005 0.016
B 1.7570 -0.1673 -0.2152 -0.086 -0.050 0.000
O 3.0515 0.2957 0.1566 -0.007 0.006 0.008
C 3.9577 -0.4665 -0.5437 0.020 -0.008 -0.005
C 5.3280 -0.4083 -0.5209 -0.001 -0.003 -0.004
H 9.1302 0.1917 -1.7418 -0.001 0.000 0.001
H 7.6655 0.9181 -1.0789 -0.001 0.000 0.000
H 7.6909 0.3720 -2.7570 0.000 0.000 0.000
H 9.2823 -2.1956 -2.2169 0.000 0.000 0.001
H 7.8910 -2.1121 -3.2969 0.002 0.001 0.000
H 7.9286 -3.3003 -1.9837 -0.001 0.000 -0.001
H 9.1649 -1.5078 0.1320 -0.001 0.001 0.000
H 7.7522 -2.5314 0.4341 0.001 0.000 0.000
H 7.6969 -0.8102 0.8200 0.001 0.000 0.002
H 5.8649 -2.9047 -2.7487 0.000 -0.001 0.001
H 3.4001 -2.9686 -2.7547 0.000 0.001 -0.001
H 5.8319 0.3125 0.1100 0.000 0.000 -0.001
C -1.2478 3.1530 2.2014 0.006 -0.003 0.010
C -2.2061 2.2822 1.4423 0.070 0.045 -0.050
C -3.5699 2.4575 1.3192 -0.003 0.020 0.009
C -4.0326 1.4169 0.4813 -0.011 -0.010 0.009
C -2.9312 0.6565 0.1390 0.009 0.087 -0.027
C -2.9300 -0.5543 -0.7439 0.020 -0.002 0.018
N -1.8014 1.1850 0.7228 -0.114 -0.178 0.048
H -1.2969 4.1926 1.8654 0.018 0.002 -0.006
H -0.2191 2.8171 2.0736 0.024 0.003 -0.015
H -1.4562 3.1588 3.2760 -0.008 -0.003 -0.006
H -4.1527 3.2451 1.7742 0.001 -0.002 0.005
H -5.0477 1.2352 0.1592 0.000 -0.008 0.001
H -3.9008 -0.6356 -1.2351 0.010 0.008 -0.018
H -2.7787 -1.4874 -0.1976 -0.011 -0.033 0.067
H -2.1656 -0.4971 -1.5170 0.009 -0.006 0.006
```
Forces are in eV/Å.

Computed properties:
charge = 0
ΔE to the lowest compared entry with this formula, charge and spin = 0.131 eV
calculated total energy = -85437.5981 eV
E_HOMO = -0.2322 Eh
orbital gap = 6.70 eV
E_LUMO = 0.38 eV
spin multiplicity = 1

Mulliken charges, unit e, in atom order: Ni -1.50; C 0.03; C -0.92; N -0.18; C -1.01; C -0.49; N 0.85; C -0.44; C -1.03; H 0.47; H -0.07; H 0.38; H 0.29; H 0.31; H 0.38; H 0.63; H 0.02; H 0.44; H 0.26; H 0.26; H 0.40; C -0.95; N 0.24; C -0.03; C -1.42; C 0.87; N 0.82; C -0.38; O -0.63; N -0.14; H 0.32; H 0.30; H 0.31; H 0.36; H 0.42; H 0.28; H 0.08; C -1.62; C 2.19; C -2.18; C -1.61; C 0.48; C -0.19; C -2.02; C 1.09; O -0.68; B 2.07; O -0.91; C -0.12; C -1.07; H 0.45; H 0.30; H 0.37; H 0.43; H 0.44; H 0.43; H 0.45; H 0.37; H 0.32; H 0.47; H 0.49; H 0.47; C -1.49; C 0.34; C -1.14; C -0.81; C 0.26; C -1.37; N 1.63; H 0.32; H 0.24; H 0.33; H 0.50; H 0.52; H 0.41; H 0.08; H 0.20

=====

Repeat the first record exactly.
This record from OMol25 describes C6H3Cl2N3S3 in the gas phase in a non-equilibrium geometry. The level of theory is ωB97M-V/def2-TZVPD.

The geometry in XYZ format:
```
17
Properties=species:S:1:pos:R:3:forces:R:3
C -1.9702 -0.6017 -1.7581 4.051 0.342 2.613
C 1.8359 1.7272 2.1931 3.781 -0.368 3.235
C 0.7148 1.8667 1.3899 -2.237 -0.153 -1.448
C -0.7857 -0.4817 -0.9886 1.117 2.568 1.804
C -0.5896 0.7209 -0.2041 -2.443 -2.754 -1.982
C -0.2014 -3.1056 -1.9529 0.292 -2.065 -0.539
N -2.9336 -0.7464 -2.3033 -4.101 -0.631 -2.553
N 2.1493 2.5251 3.1723 -0.730 -0.484 -1.277
N 0.4471 0.9149 0.5649 1.081 0.259 0.420
S -0.2115 3.3516 1.7942 0.822 -0.578 0.218
S 1.1443 3.7740 3.3478 -0.634 0.880 0.028
S 0.4572 -1.7723 -0.9549 -0.396 0.816 0.257
Cl 2.9346 0.3624 2.1266 -0.711 0.271 -0.606
Cl -2.0192 1.8055 0.0030 0.534 -0.455 -0.533
H -1.0779 -3.6632 -1.5567 0.623 0.553 0.454
H 0.7111 -3.9195 -1.9315 -2.272 2.214 -0.644
H -0.6053 -2.7579 -2.9417 1.223 -0.415 0.553
```
Forces are in eV/Å.

Computed properties:
charge = 0
calculated total energy = -68288.9080 eV
E_HOMO (spin up / spin down) = -0.2864 / -0.2898 Eh
orbital gap (spin up / spin down) = 5.92 / 6.06 eV
E_LUMO (spin up / spin down) = -1.87 / -1.82 eV
spin multiplicity = 1

Mulliken charges, unit e, in atom order: C -0.11; C 0.44; C 0.28; C 0.30; C 0.50; C -0.87; N -0.38; N -0.40; N -0.38; S 0.00; S 0.08; S 0.04; Cl -0.13; Cl -0.28; H 0.33; H 0.28; H 0.31

=====

Repeat the first record exactly.
This record from OMol25 describes C6H3Cl2N3S3 in the gas phase in a non-equilibrium geometry. The level of theory is ωB97M-V/def2-TZVPD.

The geometry in XYZ format:
```
17
Properties=species:S:1:pos:R:3:forces:R:3
C -1.9702 -0.6017 -1.7581 4.051 0.342 2.613
C 1.8359 1.7272 2.1931 3.781 -0.368 3.235
C 0.7148 1.8667 1.3899 -2.237 -0.153 -1.448
C -0.7857 -0.4817 -0.9886 1.117 2.568 1.804
C -0.5896 0.7209 -0.2041 -2.443 -2.754 -1.982
C -0.2014 -3.1056 -1.9529 0.292 -2.065 -0.539
N -2.9336 -0.7464 -2.3033 -4.101 -0.631 -2.553
N 2.1493 2.5251 3.1723 -0.730 -0.484 -1.277
N 0.4471 0.9149 0.5649 1.081 0.259 0.420
S -0.2115 3.3516 1.7942 0.822 -0.578 0.218
S 1.1443 3.7740 3.3478 -0.634 0.880 0.028
S 0.4572 -1.7723 -0.9549 -0.396 0.816 0.257
Cl 2.9346 0.3624 2.1266 -0.711 0.271 -0.606
Cl -2.0192 1.8055 0.0030 0.534 -0.455 -0.533
H -1.0779 -3.6632 -1.5567 0.623 0.553 0.454
H 0.7111 -3.9195 -1.9315 -2.272 2.214 -0.644
H -0.6053 -2.7579 -2.9417 1.223 -0.415 0.553
```
Forces are in eV/Å.

Computed properties:
charge = 0
calculated total energy = -68288.9080 eV
E_HOMO (spin up / spin down) = -0.2864 / -0.2898 Eh
orbital gap (spin up / spin down) = 5.92 / 6.06 eV
E_LUMO (spin up / spin down) = -1.87 / -1.82 eV
spin multiplicity = 1

Mulliken charges, unit e, in atom order: C -0.11; C 0.44; C 0.28; C 0.30; C 0.50; C -0.87; N -0.38; N -0.40; N -0.38; S 0.00; S 0.08; S 0.04; Cl -0.13; Cl -0.28; H 0.33; H 0.28; H 0.31

=====

Which of these has the highest charge? C16H32O2OsP2

=====

Look up the spin multiplicity of the first one. 1